The following is a quantum chemistry calculation of a gas-phase ion, C4H13N3 (charge +2) at a distorted geometry, from the Open Molecules 2025 dataset.

Last column: natural (NBO) charge in e.
Positions of all 20 atoms, in Å:
N: 1.780337 0.240956 -1.134835  -0.744
N: -2.132987 -2.147296 0.282504  -0.702
N: 1.512013 2.677803 0.679860  -0.712
C: -0.013077 -0.963064 -0.053646  -0.472
C: -1.552581 -0.985394 -0.451203  -0.219
C: 0.578059 1.442274 0.513760  -0.253
C: 0.748509 0.293538 -0.305689  0.234
H: 2.604858 2.310883 0.883009  0.484
H: 0.079442 -1.108775 1.104238  0.262
H: 0.389705 -1.952064 -0.644519  0.263
H: -1.685640 -1.156019 -1.553188  0.249
H: -0.200430 1.379471 1.343366  0.224
H: -3.018722 -2.093003 -0.302950  0.481
H: -2.167312 -1.887557 1.329294  0.478
H: -2.163062 -0.198938 -0.056140  0.233
H: 1.283112 3.071278 1.580186  0.455
H: 1.261680 3.362788 0.027978  0.454
H: 2.413936 1.068148 -1.351483  0.408
H: 1.876390 -0.350893 -1.893222  0.417
H: -1.594230 -3.004135 0.002686  0.460

Cartesian forces (eV/Å) of the 6 atoms listed first:
2.44 2.78 -0.61
-0.62 0.24 -1.34
1.98 -5.13 2.00
-1.22 -2.26 0.30
2.47 0.11 0.05
-1.38 -1.91 0.83

Calculated values
E (eV): -8810.2949
Total charge: +2
Relative energy (zero: lowest compared OMol25 entry of this formula, charge and spin) (kcal per mole): 75.69
Orbital gap (Ha): 0.343
2S+1: 1
SMILES: N/C(=C\[NH3+])CC[NH3+]
HOMO energy (eV): -16.20


The following is a quantum chemistry calculation of 2 unconnected molecules or ions with the total composition C4H13N3O at a distorted geometry, from the Open Molecules 2025 dataset.

Last column: natural (NBO) charge in e.
Positions of all 21 atoms, in Å:
O: 1.764931 1.348309 0.270612  -0.642
N: -0.334595 2.228915 0.047310  -0.864
N: -0.428768 1.056703 -2.568798  -0.636
N: 0.545325 0.798788 -1.581700  -0.509
C: 0.688187 -2.108569 0.244162  -0.614
C: -0.539549 -1.277409 0.609190  -0.397
C: 0.746606 1.484910 -0.371208  0.771
C: -0.434808 -0.748021 2.032985  -0.618
H: -0.629249 -0.458874 -0.245821  0.196
H: 1.344485 0.263676 -1.898521  0.397
H: 0.423969 -0.083684 2.121901  0.215
H: -1.096147 2.480853 -0.561009  0.393
H: -0.398189 2.026191 -2.882529  0.343
H: -0.279823 -1.558798 2.745538  0.201
H: -1.436790 -1.901223 0.528012  0.189
H: 0.831774 -2.941351 0.932324  0.201
H: 1.548050 -1.439143 0.221150  0.212
H: -1.345354 0.882885 -2.159251  0.345
H: 0.574069 -2.523304 -0.758073  0.201
H: -0.208351 2.685141 0.936641  0.413
H: -1.335772 -0.215995 2.337083  0.201

Cartesian forces (eV/Å) of the 6 atoms listed first:
-0.03 -0.11 0.09
0.54 -0.14 -0.01
-0.09 0.19 0.78
0.69 0.52 0.05
-0.35 0.27 -0.39
-0.29 0.66 -1.52

Calculated values
E (eV): -10876.4219
Total charge: 0
Relative energy (zero: lowest compared OMol25 entry of this formula, charge and spin) (kcal per mole): 28.96
Orbital gap (Ha): 0.381
2S+1: 1
SMILES: NNC(N)=O.CCC
HOMO energy (eV): -9.69


The following is a quantum chemistry calculation of 2 unconnected molecules or ions with the total composition C4H13N3O at a distorted geometry, from the Open Molecules 2025 dataset.

Last column: natural (NBO) charge in e.
Positions of all 21 atoms, in Å:
O: -1.585215 1.372150 -1.478575  -0.807
N: 1.070912 1.051599 -0.492316  -0.665
N: 1.102323 -0.121553 0.175771  -0.254
N: -2.485244 0.398928 0.473673  -0.671
C: -2.223912 0.284506 -1.299217  0.221
C: -1.924647 -0.677767 1.287025  -0.449
C: 3.563930 -0.334712 -0.073229  -0.697
C: 2.195988 -0.731659 0.404326  0.007
H: -1.681501 -0.674160 -1.326874  0.119
H: 1.867091 1.272553 -1.084232  0.334
H: -2.427960 -1.615161 1.054989  0.196
H: -2.036148 -0.468455 2.352324  0.196
H: -0.864964 -0.766521 1.042202  0.259
H: 0.163244 1.211657 -0.938588  0.418
H: 2.109615 -1.602109 1.041815  0.173
H: 4.285583 -1.120957 0.138530  0.225
H: 3.565132 -0.147832 -1.151975  0.213
H: -3.272587 0.215665 -1.636585  0.115
H: -3.459984 0.596238 0.692428  0.392
H: -1.853305 1.271963 0.399502  0.450
H: 3.891648 0.585629 0.419005  0.224

Cartesian forces (eV/Å) of the 6 atoms listed first:
-0.02 -0.27 -0.85
0.32 0.24 -0.29
-0.10 -0.23 0.24
0.94 0.89 -0.39
0.25 0.82 0.40
0.09 -0.07 0.27

Calculated values
E (eV): -10874.0592
Total charge: 0
Relative energy (zero: lowest compared OMol25 entry of this formula, charge and spin) (kcal per mole): 83.44
Orbital gap (Ha): 0.337
2S+1: 1
SMILES: C[NH2+]C[O-].C/C=N\N
HOMO energy (eV): -8.27


The following is a quantum chemistry calculation of 2 unconnected molecules or ions with the total composition C4H13N3O at a distorted geometry, from the Open Molecules 2025 dataset.

Last column: natural (NBO) charge in e.
Positions of all 21 atoms, in Å:
O: -0.362787 2.707322 -0.580481  -0.932
N: 0.839553 1.010276 2.154193  -0.825
N: 0.778927 -2.497063 -0.954937  -0.842
N: -1.590925 -0.339405 1.036740  -0.862
C: -0.441837 -0.320461 -1.161424  -0.437
C: -0.396381 -0.049654 0.328315  0.044
C: 0.723137 0.409539 0.891445  -0.044
C: 0.588894 -1.312144 -1.823824  -0.201
H: 0.197580 -2.476908 -0.129691  0.355
H: -2.150585 0.274096 1.605282  0.382
H: 0.211294 -1.619659 -2.785257  0.191
H: -1.345683 -0.939146 -1.280307  0.181
H: 1.743479 0.798810 2.564963  0.367
H: -2.204958 -0.879813 0.451561  0.372
H: -0.041194 3.095395 0.254562  0.469
H: 1.725102 -2.471752 -0.605630  0.351
H: 0.189875 0.653534 2.853712  0.366
H: 1.647693 0.335036 0.321555  0.192
H: -0.607578 0.537038 -1.815719  0.232
H: -0.964828 2.052066 -0.200687  0.464
H: 1.553570 -0.834329 -1.839383  0.177

Cartesian forces (eV/Å) of the 6 atoms listed first:
-0.26 0.61 0.91
0.34 -0.58 0.92
0.21 -0.12 -0.48
-0.30 -0.54 -0.24
-0.77 -2.21 -0.76
0.79 0.29 -0.09

Calculated values
E (eV): -10875.3890
Total charge: 0
Relative energy (zero: lowest compared OMol25 entry of this formula, charge and spin) (kcal per mole): 52.78
Orbital gap (Ha): 0.309
2S+1: 1
SMILES: N/C=C(\N)CCN.O
HOMO energy (eV): -7.61


The following is a quantum chemistry calculation of a molecular structure, C4H13N3O at a distorted geometry, from the Open Molecules 2025 dataset.

Last column: natural (NBO) charge in e.
Positions of all 21 atoms, in Å:
O: 1.163221 0.021568 -1.638327  -0.587
N: -0.455643 -0.610062 1.243538  -0.200
N: -0.795878 1.040179 -2.729126  -0.787
N: 0.246457 0.588409 3.239195  -0.993
C: 0.458018 -1.723096 1.558659  -0.316
C: -1.651629 1.492159 -1.628302  -0.431
C: 0.826922 -0.667232 0.613684  -0.147
C: 0.681342 -0.940822 -0.862906  -0.072
H: -0.275221 0.176184 4.003228  0.363
H: -0.370590 1.867250 -3.137779  0.339
H: -2.612529 0.969823 -1.582373  0.184
H: 1.040585 -1.799100 2.466934  0.255
H: 1.564077 0.013170 1.009945  0.257
H: -0.418941 -1.153892 -0.966902  0.204
H: -1.846819 2.554846 -1.622252  0.181
H: -1.198944 1.260086 -0.646420  0.175
H: -0.044898 -2.600287 1.159049  0.223
H: 0.164296 0.592223 -2.211077  0.398
H: 1.164006 -1.925672 -0.980537  0.249
H: 0.268689 1.607089 3.295650  0.373
H: -0.270025 0.205628 2.318421  0.333

Cartesian forces (eV/Å) of the 6 atoms listed first:
0.57 -1.22 0.44
0.87 -1.11 -1.34
0.97 0.04 1.39
0.16 -0.55 -0.68
-0.93 -0.28 -0.59
0.12 -0.42 0.46

Calculated values
E (eV): -10868.4036
Total charge: 0
Relative energy (zero: lowest compared OMol25 entry of this formula, charge and spin) (kcal per mole): 213.86
Orbital gap (Ha): 0.153
2S+1: 1
HOMO energy (eV): -7.80


The following is a quantum chemistry calculation of a gas-phase ion, C4H13N3O (charge +1) at a distorted geometry, from the Open Molecules 2025 dataset.

Last column: natural (NBO) charge in e.
Positions of all 21 atoms, in Å:
O: 1.802519 -0.063296 -2.303475  -0.674
N: -3.263467 0.683582 0.955617  -0.774
N: -0.990829 -0.334267 0.209507  -0.151
N: 2.434917 -0.795051 1.078575  -0.848
C: 0.385236 0.223220 -0.365295  -0.100
C: 1.393685 0.218092 0.912577  -0.248
C: -2.145674 0.721748 -0.000372  -0.098
C: 0.715974 -0.555375 -1.573334  -0.113
H: -0.948186 -0.507482 1.228048  0.396
H: -2.441770 0.484481 -1.062872  0.250
H: 0.965301 -1.680766 -1.366607  0.184
H: 0.156698 1.396716 -0.569908  0.254
H: 2.242818 -1.796104 0.947983  0.385
H: 0.790170 0.200635 1.909714  0.196
H: 2.630406 -0.165822 -1.709748  0.476
H: 1.974216 1.228345 0.953862  0.254
H: -1.727418 1.673143 0.027545  0.247
H: -4.138157 0.425056 0.544568  0.397
H: -3.099906 -0.090656 1.664367  0.375
H: 3.336111 -0.583455 0.756640  0.383
H: -0.072643 -0.682744 -2.237390  0.209

Cartesian forces (eV/Å) of the 6 atoms listed first:
2.08 0.51 1.69
2.05 -1.98 0.69
-0.13 4.84 0.35
-1.88 -0.75 -0.23
-1.28 2.00 2.77
0.91 0.59 1.09

Calculated values
E (eV): -10865.4713
Total charge: +1
Relative energy (zero: lowest compared OMol25 entry of this formula, charge and spin) (kcal per mole): 83.70
Orbital gap (spin up / spin down) (Ha): 0.384 / 0.186
2S+1: 2
HOMO energy (spin up / spin down) (eV): -13.44 / -13.42